Density functional theory data (ωB97M-V/def2-TZVPD) for a cluster of 4 separate species, C39H74BrFN3O12P in total at a distorted geometry.

Output
E_LUMO: -0.7 eV
structure (SMILES): CCOCCOCc1cnc2c(CCCF)c(CCCCCN)c([PH2]=O)c(Br)c2n1.COCCOCCOC.COCCOCCOC.COCCOCCOC
calculated total energy: -5612.5571 hartree
orbital gap: 8.0503 eV

Positions of all 131 atoms, in Å:
Br (-0.861, 3.224, -2.166)
P (0.128, 3.419, 0.977)
F (3.397, -2.352, 2.370)
O (-4.117, 2.970, 8.468)
O (-0.532, 3.362, 2.308)
O (-1.177, 3.035, 7.674)
O (-4.526, -2.909, 7.203)
O (-7.223, -3.876, 5.747)
O (3.952, 0.082, -9.580)
O (2.142, -0.609, -11.931)
O (-0.173, -1.564, -6.032)
O (2.167, 0.451, -4.545)
O (-3.198, 3.042, 5.395)
O (5.322, -0.546, -12.232)
O (-7.254, -2.649, 8.535)
N (0.109, -1.965, -1.806)
N (-0.657, 0.453, -3.179)
N (6.291, -0.147, 0.110)
C (-6.311, -3.709, 8.633)
C (-0.257, 1.683, -1.170)
C (0.609, 0.567, 0.794)
C (0.122, -0.724, -1.228)
C (-2.041, 4.126, 7.960)
C (-7.898, -5.096, 5.527)
C (2.676, 1.763, -4.472)
C (1.211, -1.322, -5.807)
C (2.005, 0.502, -11.059)
C (3.348, 0.960, -10.524)
C (3.389, 2.003, -3.119)
C (0.156, 1.791, 0.126)
C (-7.405, -2.000, 7.279)
C (2.324, -2.518, 0.197)
C (3.659, 0.598, 1.892)
C (-0.270, -1.901, -3.058)
C (-2.046, 2.219, 5.501)
C (5.540, 1.111, 0.187)
C (-4.558, 2.000, 9.394)
C (-1.014, -0.757, -5.240)
C (-8.073, -2.833, 6.202)
C (6.305, 0.311, -12.774)
C (5.664, -1.069, -10.958)
C (-0.632, -0.718, -3.758)
C (-3.114, 3.984, 4.344)
C (1.652, 0.156, -5.842)
C (1.110, 0.742, 2.227)
C (4.945, 1.422, 1.574)
C (4.445, -1.164, -10.060)
C (-4.859, -3.283, 8.532)
C (2.462, 1.538, 2.173)
C (1.003, -1.948, 0.791)
C (-1.712, 1.932, 6.952)
C (-3.639, -1.814, 7.130)
C (3.227, -3.170, 1.249)
C (-0.265, 0.447, -1.873)
C (1.138, -1.587, -11.760)
C (-3.120, 3.839, 8.987)
C (0.563, -0.632, 0.139)
H (1.464, -2.493, -12.270)
H (2.833, -4.142, 1.579)
H (2.066, -3.332, -0.499)
H (-3.925, -1.018, 7.826)
H (3.800, 0.018, 2.810)
H (-0.553, 4.389, 0.215)
H (-4.218, -4.131, 8.806)
H (4.744, -1.714, -9.164)
H (-1.184, 2.687, 5.014)
H (1.600, -1.776, -4.881)
H (-2.053, -1.123, -5.276)
H (2.503, 0.252, -6.542)
H (6.071, -2.077, -11.113)
H (-8.299, -2.190, 5.342)
H (-2.561, 1.495, 7.480)
H (7.129, -0.272, -13.200)
H (-8.058, -1.145, 7.478)
H (-8.554, -5.346, 6.368)
H (6.425, -0.452, -10.469)
H (-2.463, 4.544, 7.045)
H (5.744, -0.895, -0.295)
H (-9.012, -3.238, 6.594)
H (5.837, 0.891, -13.570)
H (0.217, -2.673, 0.523)
H (6.253, 1.924, -0.043)
H (0.194, -1.250, -12.201)
H (-0.308, -2.843, -3.616)
H (1.463, 3.890, 1.056)
H (0.990, -1.826, -10.701)
H (6.659, -0.433, 1.009)
H (-2.657, 3.410, 9.882)
H (-3.690, -1.410, 6.119)
H (-3.866, 4.754, 4.524)
H (1.003, -1.895, 1.880)
H (-5.220, 2.453, 10.140)
H (3.531, 1.057, -2.579)
H (5.707, 1.199, 2.333)
H (1.348, 0.257, -10.217)
H (-6.541, -4.507, 7.926)
H (4.379, 2.454, -3.255)
H (1.740, -1.836, -6.623)
H (-3.322, 3.501, 3.384)
H (1.831, 2.473, -4.536)
H (3.388, -0.057, 1.055)
H (-0.922, 1.176, 6.961)
H (-5.111, 1.241, 8.842)
H (-1.070, 0.290, -5.581)
H (-7.147, -5.880, 5.437)
H (4.657, 2.486, 1.579)
H (0.877, 0.864, -6.172)
H (-1.393, 4.900, 8.380)
H (3.651, -1.746, -10.528)
H (-2.133, 4.466, 4.313)
H (3.398, 2.007, -5.271)
H (2.473, 2.282, 1.367)
H (4.039, 1.202, -11.332)
H (-6.457, -1.587, 6.933)
H (0.380, 1.322, 2.808)
H (-4.675, -2.460, 9.230)
H (2.789, 2.657, -2.468)
H (-2.612, -2.139, 7.331)
H (-8.480, -5.052, 4.600)
H (6.689, 1.011, -12.025)
H (1.552, 1.319, -11.633)
H (-2.269, 1.272, 4.992)
H (4.240, -3.349, 0.855)
H (2.596, 2.089, 3.117)
H (3.179, 1.891, -9.977)
H (2.869, -1.780, -0.409)
H (1.310, -0.205, 2.734)
H (4.782, 1.112, -0.608)
H (-6.457, -4.128, 9.632)
H (-3.713, 1.513, 9.892)
H (-3.612, 4.780, 9.261)

***

Density functional theory data (ωB97M-V/def2-TZVPD) for an isolated molecule of C4H11NO at a distorted geometry.

Output
E_LUMO: 1.1 eV
structure (SMILES): CC(C)NCO
calculated total energy: -288.9786 hartree
orbital gap: 10.2168 eV
energy relative to the best compared isomer or geometry (same formula, charge and spin): 24.1 kcal/mol

Positions of all 17 atoms, in Å:
O (-2.232, 1.661, -0.954)
N (-0.078, 0.943, -0.507)
C (-1.486, 0.692, -0.267)
C (0.702, -1.350, -0.789)
C (0.843, -0.303, 1.502)
C (0.891, -0.054, -0.013)
H (-1.693, 1.897, -1.723)
H (0.521, -1.150, -1.833)
H (-1.691, -0.352, -0.495)
H (1.857, 0.391, -0.291)
H (-1.773, 0.826, 0.790)
H (-0.151, -1.853, -0.319)
H (-0.139, -0.130, 1.923)
H (1.537, -2.017, -0.633)
H (1.591, 0.275, 2.047)
H (1.167, -1.330, 1.682)
H (0.135, 1.857, -0.121)

***

Density functional theory data (ωB97M-V/def2-TZVPD) for an isolated molecule of C6H12O at a distorted geometry.

Output
E_LUMO: 1.0 eV
structure (SMILES): C=C(C)CCCO
calculated total energy: -310.9899 hartree
orbital gap: 10.2311 eV
energy relative to the best compared isomer or geometry (same formula, charge and spin): 43.5 kcal/mol

Positions of all 19 atoms, in Å:
O (0.878, 2.429, -2.035)
C (0.824, 1.211, -1.315)
C (-0.297, 1.230, -0.264)
C (-1.079, -0.066, 0.036)
C (-0.292, -1.029, 0.874)
C (0.651, -1.888, 0.109)
C (-0.652, -1.104, 2.160)
H (-1.172, -0.363, 2.744)
H (-1.989, 0.238, 0.544)
H (0.976, -2.782, 0.664)
H (-1.360, -0.642, -0.868)
H (1.403, -1.360, -0.478)
H (0.681, 3.293, -1.686)
H (1.808, 1.084, -0.884)
H (-0.194, -1.805, 2.871)
H (0.208, 1.540, 0.669)
H (0.070, -2.430, -0.630)
H (0.572, 0.450, -2.059)
H (-1.036, 1.995, -0.451)

***

Density functional theory data (ωB97M-V/def2-TZVPD) for a structure of composition C43H45I2NO5P2SSiV.

Output
E_LUMO (alpha / beta): -2.9 / -2.5 eV
calculated total energy: -5006.4534 hartree
net charge: +1
orbital gap (alpha / beta): 5.8641 / 6.2856 eV
energy relative to the best compared isomer or geometry (same formula, charge and spin): 0.0 kcal/mol
spin multiplicity: 3

Positions of all 101 atoms, in Å:
I (0.359, 4.139, 4.119)
I (-1.413, 0.958, 3.253)
V (-0.542, 1.234, 0.561)
S (2.451, 0.853, 1.754)
P (0.635, -1.501, -0.897)
P (-0.505, 0.761, -2.643)
Si (-2.449, -1.328, 3.255)
O (-2.377, 0.969, 0.100)
O (1.285, 1.687, 1.166)
O (-0.046, 1.492, -1.391)
O (-0.051, -0.760, 0.234)
O (-4.374, 1.921, -0.247)
N (-1.214, 3.217, 0.586)
C (5.147, -0.823, -0.772)
C (-4.439, -0.226, -2.709)
C (3.864, 1.948, 1.507)
C (-0.225, -4.506, 4.718)
C (0.306, 1.518, -4.044)
C (-1.246, -3.601, 4.453)
C (0.253, -2.299, 3.112)
C (-0.517, -3.769, 0.165)
C (1.807, 3.185, -4.905)
C (0.935, -4.103, -1.740)
C (-4.182, 1.889, -3.833)
C (2.412, -1.267, -0.911)
C (1.275, -3.198, 3.376)
C (1.162, 2.595, -3.827)
C (-3.199, 1.998, 0.010)
C (2.972, -0.156, -1.545)
C (-3.229, -1.651, 1.599)
C (-3.189, 4.516, 0.266)
C (1.036, -4.307, 4.178)
C (-0.752, -5.136, 0.217)
C (-0.154, -5.978, -0.706)
C (-0.523, 4.319, 0.869)
C (0.743, 1.625, -6.404)
C (-2.523, 3.315, 0.291)
C (-2.254, 0.741, -2.968)
C (3.225, -2.150, -0.206)
C (-1.028, -2.487, 3.639)
C (3.822, 2.937, 2.664)
C (-4.990, 0.859, -3.376)
C (1.599, 2.699, -6.187)
C (-2.813, 1.836, -3.629)
C (-2.467, 5.671, 0.556)
C (0.689, -5.463, -1.687)
C (0.092, 1.035, -5.335)
C (2.421, 1.137, 3.545)
C (4.592, -1.925, -0.136)
C (-3.074, -0.287, -2.501)
C (3.561, 2.090, 3.904)
C (-3.711, -1.294, 4.613)
C (0.049, -0.979, -2.552)
C (4.339, 0.061, -1.477)
C (0.328, -3.254, -0.810)
C (-1.123, 5.571, 0.858)
H (4.756, 3.494, 2.730)
H (-4.230, -2.254, 4.672)
H (-2.543, -1.435, 0.782)
H (4.745, 1.303, 1.544)
H (-2.661, -1.118, -1.943)
H (1.158, -6.125, -2.403)
H (0.578, 1.256, -7.407)
H (-4.113, -1.028, 1.456)
H (-4.457, -0.523, 4.421)
H (-0.752, -1.651, -2.855)
H (-0.413, -5.360, 5.356)
H (3.001, 3.645, 2.536)
H (0.873, -1.110, -3.256)
H (-3.247, -1.093, 5.580)
H (-4.244, 4.524, 0.035)
H (3.238, 2.713, 4.739)
H (-3.529, -2.703, 1.551)
H (0.516, 4.190, 1.130)
H (-2.179, 2.637, -3.990)
H (1.306, 2.969, -2.821)
H (4.458, 1.539, 4.195)
H (2.101, 3.161, -7.027)
H (1.459, 1.631, 3.725)
H (2.349, 0.547, -2.084)
H (1.608, -3.708, -2.493)
H (2.466, 4.028, -4.744)
H (4.775, 0.915, -1.978)
H (5.225, -2.615, 0.406)
H (-0.973, -3.109, 0.886)
H (-0.537, 6.437, 1.124)
H (2.263, -3.032, 2.963)
H (-4.617, 2.737, -4.346)
H (6.216, -0.657, -0.728)
H (-1.399, -5.538, 0.986)
H (3.766, 2.367, 0.507)
H (1.834, -5.006, 4.391)
H (-0.339, -7.043, -0.664)
H (-6.060, 0.907, -3.529)
H (2.452, 0.167, 4.039)
H (-2.221, -3.767, 4.896)
H (-2.957, 6.635, 0.559)
H (-5.077, -1.015, -2.335)
H (0.457, -1.435, 2.489)
H (-0.593, 0.211, -5.505)
H (2.793, -3.015, 0.283)

***

Density functional theory data (ωB97M-V/def2-TZVPD) for a structure of composition C3H6Cl2S at a distorted geometry.

Output
E_LUMO: 0.0 eV
calculated total energy: -1436.1295 hartree
orbital gap: 6.7882 eV
energy relative to the best compared isomer or geometry (same formula, charge and spin): 212.8 kcal/mol

Positions of all 12 atoms, in Å:
Cl (-1.043, -1.139, 0.927)
Cl (-1.225, 2.222, 0.249)
S (0.565, -1.100, 1.830)
C (0.185, -0.083, 0.095)
C (-0.484, 1.000, -0.692)
C (-0.614, 0.952, -1.999)
H (0.829, 0.301, 0.923)
H (-1.130, 1.686, -2.633)
H (1.843, -0.853, 2.383)
H (0.821, -0.697, -0.562)
H (0.472, -2.401, 1.998)
H (-0.221, 0.112, -2.519)

***

Density functional theory data (ωB97M-V/def2-TZVPD) for a cluster of 2 separate species, C5H8ClN2 in total at a distorted geometry.

Output
E_LUMO (alpha / beta): -6.8 / -6.8 eV
calculated total energy: -764.4860 hartree
net charge: +1
orbital gap (alpha / beta): 5.6325 / 5.6157 eV
energy relative to the best compared isomer or geometry (same formula, charge and spin): 183.8 kcal/mol

Positions of all 16 atoms, in Å:
Cl (5.696, -0.224, -0.371)
N (0.537, -0.860, 0.332)
N (1.662, 1.294, 0.070)
C (4.672, 0.301, 0.762)
C (-1.412, 0.025, -0.721)
C (-0.883, -1.144, 0.087)
C (-0.462, 1.245, -0.362)
C (0.857, 0.385, 0.126)
H (-1.123, -1.993, -0.541)
H (1.107, -1.212, 1.096)
H (-1.558, -1.273, 0.895)
H (5.284, 1.094, 1.515)
H (-0.139, 2.015, -1.077)
H (-0.907, 1.679, 0.586)
H (-2.529, 0.151, -0.470)
H (-1.409, -0.239, -1.877)